# C29H27BCl3IMnN10OS2

C29H27BCl3IMnN10OS2 as an isolated structure (ωB97M-V with the def2-TZVPD basis set, the OMol25 dataset).

The charge is 0. Its expectation value of S² is 8.766. The LUMO energy (spin up / spin down) is -0.846 / -1.067 eV. For the energy relative to the best compared isomer or geometry (same formula, charge and spin), the calculation gives 6.1 kcal per mole. The spin multiplicity is 6.

Last column: Mulliken spin population.
Cartesian coordinates (Å):
Mn1 1.53 1.10 1.82  4.778
C1 -2.75 1.67 0.28  -0.002
C2 -1.77 0.95 0.96  -0.009
N1 -0.61 1.59 0.93  0.061
N2 -0.82 2.73 0.25  -0.010
C3 -2.09 2.79 -0.17  0.006
B1 0.39 3.70 0.07  -0.078
N3 1.46 2.94 -0.74  -0.026
C4 1.82 3.02 -2.03  0.011
C5 2.77 2.05 -2.28  -0.002
C6 2.93 1.40 -1.06  -0.004
N4 2.14 1.93 -0.14  0.081
N5 0.94 4.10 1.47  -0.030
C7 1.09 5.35 1.96  0.012
C8 1.58 5.25 3.24  0.000
C9 1.71 3.88 3.47  0.002
N6 1.31 3.20 2.40  0.061
N7 -0.01 5.00 -0.63  0.001
C10 -1.15 5.72 -0.55  0.000
C11 -0.93 6.94 -1.15  0.000
C12 0.42 6.88 -1.56  0.000
N8 0.97 5.72 -1.23  0.000
H1 -3.78 1.41 0.12  0.000
H2 -1.86 -0.02 1.44  -0.001
H3 -2.45 3.59 -0.79  0.000
H4 1.41 3.79 -2.66  0.001
H5 3.29 1.87 -3.21  0.000
H6 3.59 0.59 -0.78  -0.002
H7 0.86 6.21 1.35  0.002
H8 1.83 6.06 3.91  0.000
H9 2.09 3.36 4.33  0.003
H10 -2.02 5.37 -0.03  0.000
H11 -1.63 7.75 -1.26  0.000
H12 1.00 7.62 -2.06  0.000
S1 0.89 -1.06 4.51  0.138
I1 3.99 0.82 2.93  0.032
C13 0.27 0.27 3.88  -0.064
H13 0.49 1.26 4.27  0.002
H14 -0.48 0.23 3.09  0.002
Cl1 0.59 -7.81 3.15  0.000
C14 0.37 -6.81 1.75  0.000
C15 0.12 -5.46 1.90  0.000
C16 -0.04 -4.68 0.78  0.001
C17 0.03 -5.20 -0.52  0.000
C18 -0.21 -4.36 -1.76  0.000
C19 0.72 -3.14 -1.95  0.000
N9 1.17 -2.41 -0.77  0.004
C20 2.23 -2.79 0.02  -0.003
C21 2.31 -1.86 1.01  0.029
N10 1.33 -0.91 0.83  0.013
C22 0.66 -1.28 -0.25  -0.007
O1 -1.58 -4.08 -1.98  0.000
C23 -2.28 -3.28 -1.06  0.000
C24 -3.01 -2.18 -1.77  0.000
C25 -3.96 -1.40 -1.19  0.000
Cl2 -4.49 -1.53 0.43  0.000
S2 -4.64 -0.26 -2.28  0.000
C26 -3.64 -0.82 -3.54  0.000
C27 -2.83 -1.83 -3.14  0.000
C28 0.28 -6.57 -0.62  0.000
Cl3 0.40 -7.37 -2.16  0.000
C29 0.46 -7.38 0.49  0.000
H15 0.07 -5.02 2.89  0.000
H16 -0.21 -3.62 0.92  0.000
H17 0.03 -4.99 -2.61  0.000
H18 0.24 -2.44 -2.64  0.000
H19 1.63 -3.49 -2.44  0.000
H20 2.80 -3.67 -0.19  0.000
H21 3.02 -1.78 1.82  0.002
H22 -0.16 -0.73 -0.69  -0.003
H23 -1.63 -2.86 -0.29  0.000
H24 -3.01 -3.91 -0.53  0.000
H25 -3.70 -0.37 -4.52  0.000
H26 -2.15 -2.35 -3.80  0.000
H27 0.66 -8.44 0.38  0.000

=====

# C71H199N31O31

A 31-piece molecular cluster, C71H199N31O31 overall at a distorted geometry (ωB97M-V with the def2-TZVPD basis set, the OMol25 dataset).

The charge is 0. The LUMO energy is 0.254 eV.

Last column: Mulliken charge in e.
Cartesian coordinates (Å):
C1 6.63 5.40 0.26  0.305
O1 5.44 5.42 -0.08  -0.416
N1 7.15 6.19 1.23  -0.479
N2 7.48 4.68 -0.53  -0.267
H1 6.38 6.53 1.83  0.313
H2 7.85 5.74 1.80  0.276
H3 6.96 4.22 -1.26  0.104
H4 8.41 5.03 -0.75  0.216
C2 -2.80 -4.56 -3.33  0.416
O2 -1.64 -4.30 -3.60  -0.529
N3 -3.68 -3.76 -2.75  -0.099
N4 -3.20 -5.81 -3.52  -0.599
H5 -4.61 -4.02 -2.57  0.137
H6 -3.43 -2.80 -2.82  0.027
H7 -2.48 -6.48 -3.73  0.338
H8 -3.70 -6.11 -2.74  0.185
C3 -3.73 -1.03 6.59  0.484
O3 -3.57 0.17 6.80  -0.738
N5 -3.24 -1.98 7.40  -0.413
N6 -4.16 -1.49 5.41  0.033
H9 -2.66 -1.57 8.14  0.291
H10 -3.14 -2.95 7.11  0.163
H11 -4.98 -1.00 5.01  0.234
H12 -4.21 -2.51 5.32  0.190
C4 4.92 3.92 3.30  0.096
O4 5.78 4.78 3.27  -0.697
N7 4.34 3.34 4.42  0.029
N8 4.48 3.33 2.18  1.071
H13 4.69 3.70 5.32  0.291
H14 3.33 3.19 4.31  -0.427
H15 4.73 3.79 1.36  -0.255
H16 3.93 2.47 2.25  -0.625
C5 3.41 -4.29 3.50  0.646
O5 2.80 -4.53 4.56  -0.822
N9 4.67 -3.80 3.53  -0.166
N10 2.99 -4.48 2.21  0.164
H17 5.16 -3.55 2.68  0.041
H18 4.96 -3.42 4.43  0.247
H19 3.45 -4.10 1.39  0.041
H20 2.16 -5.01 2.07  -0.047
C6 -2.46 3.99 0.56  0.229
O6 -2.45 4.32 1.74  -0.765
N11 -3.34 4.45 -0.32  -0.008
N12 -1.58 3.07 -0.04  1.018
H21 -3.28 4.34 -1.32  -0.206
H22 -3.90 5.18 0.02  0.372
H23 -2.04 2.52 -0.76  -0.640
H24 -1.03 2.51 0.60  -0.072
C7 1.31 4.78 3.10  -0.624
O7 1.25 3.67 3.49  0.343
N13 0.69 5.09 1.96  -0.117
N14 2.09 5.80 3.63  -0.289
H25 0.66 6.08 1.70  0.240
H26 -0.08 4.57 1.57  -0.372
H27 2.69 5.43 4.36  0.275
H28 2.51 6.53 3.01  0.241
C8 0.68 1.80 -4.10  -0.301
O8 1.85 1.44 -4.16  -0.802
N15 -0.34 1.07 -4.56  0.619
N16 0.38 2.99 -3.57  0.813
H29 -0.27 0.05 -4.62  -0.114
H30 -1.18 1.45 -4.17  -0.226
H31 1.06 3.67 -3.83  0.017
H32 -0.50 3.44 -3.66  -0.296
C9 -5.61 6.31 2.77  0.569
O9 -5.86 6.20 1.54  -0.647
N17 -4.62 5.66 3.38  0.022
N18 -6.28 7.23 3.60  -0.557
H33 -3.98 5.06 2.85  -0.079
H34 -4.49 5.65 4.39  0.223
H35 -6.24 6.97 4.59  0.225
H36 -7.25 7.36 3.32  0.288
C10 2.34 6.70 -4.08  0.510
O10 1.22 6.36 -4.26  -0.500
N19 2.88 7.89 -4.59  -0.440
N20 3.30 6.08 -3.23  -0.066
H37 3.80 8.06 -4.26  0.124
H38 2.40 8.67 -4.95  0.219
H39 4.18 6.48 -3.05  0.210
H40 3.09 5.15 -2.90  -0.044
C11 -1.04 -7.47 1.49  0.638
O11 -2.07 -7.45 2.23  -0.725
N21 -1.07 -7.60 0.07  -0.357
N22 0.23 -7.20 1.94  -0.069
H41 -1.98 -7.64 -0.37  0.243
H42 -0.27 -7.53 -0.51  0.159
H43 0.97 -7.15 1.24  0.030
H44 0.40 -7.23 2.94  0.260
C12 -5.28 1.59 1.14  0.397
O12 -5.17 1.30 -0.05  -0.685
N23 -5.86 2.77 1.63  -0.387
N24 -4.72 0.82 2.17  0.245
H45 -5.78 3.52 0.96  0.315
H46 -5.54 3.09 2.57  0.194
H47 -4.98 1.01 3.11  0.291
H48 -4.86 -0.17 2.00  -0.407
C13 -1.84 -4.44 4.82  0.460
O13 -2.89 -3.86 5.01  -0.836
N25 -0.51 -4.00 5.10  -0.172
N26 -1.85 -5.67 4.31  -0.221
H49 0.17 -4.67 5.43  0.227
H50 -0.38 -3.30 5.83  0.158
H51 -2.48 -6.20 3.68  0.294
H52 -0.90 -6.00 4.31  -0.061
C14 -5.01 2.68 -6.85  -1.333
C15 -3.78 2.48 -7.80  2.144
C16 -3.81 1.17 -8.59  -0.953
C17 -4.96 1.21 -9.56  -0.693
C18 -4.80 2.32 -10.64  -1.326
C19 -4.59 3.61 -10.01  1.591
N27 -3.60 3.50 -8.89  -0.010
O14 -3.44 4.77 -8.33  -0.453
C20 -3.95 4.47 -11.09  -1.823
C21 -5.91 4.31 -9.60  -1.627
C22 -2.53 2.55 -7.00  -2.344
H53 -6.02 2.28 -7.01  0.318
H54 -4.95 3.74 -6.56  0.432
H55 -4.72 2.12 -5.93  0.036
H56 -2.84 1.03 -9.11  0.414
H57 -3.92 0.31 -7.91  0.155
H58 -5.93 1.34 -9.10  0.261
H59 -4.95 0.18 -10.06  0.389
H60 -5.62 2.19 -11.36  0.422
H61 -3.95 2.08 -11.26  0.436
H62 -3.86 5.52 -10.75  0.364
H63 -2.97 4.09 -11.45  0.414
H64 -4.66 4.49 -11.97  0.351
H65 -5.75 5.38 -9.68  0.481
H66 -6.59 4.08 -10.41  0.448
H67 -6.25 3.94 -8.58  0.264
H68 -2.32 1.71 -6.41  0.331
H69 -2.53 3.46 -6.37  0.373
H70 -1.67 2.62 -7.61  0.597
H71 -4.29 5.05 -7.97  0.375
C23 4.43 -1.71 -3.92  -2.885
C24 3.22 -2.57 -4.32  2.391
C25 2.74 -2.08 -5.71  -0.919
C26 1.86 -3.20 -6.33  0.298
C27 2.69 -4.42 -6.52  -1.571
C28 3.09 -5.01 -5.16  2.078
N28 3.88 -3.89 -4.46  -0.085
O15 4.28 -4.37 -3.21  -0.321
C29 1.96 -5.58 -4.28  -1.511
C30 4.04 -6.18 -5.37  -2.178
C31 2.15 -2.54 -3.23  0.364
H72 4.23 -0.60 -3.89  0.216
H73 5.13 -1.86 -4.77  0.741
H74 4.85 -2.09 -3.03  0.474
H75 2.03 -1.32 -5.51  0.036
H76 3.58 -1.81 -6.37  0.410
H77 1.40 -2.81 -7.25  0.508
H78 1.01 -3.30 -5.71  -0.425
H79 3.52 -4.15 -7.20  0.317
H80 2.06 -5.10 -7.08  0.540
H81 1.67 -6.64 -4.47  0.530
H82 2.29 -5.54 -3.28  0.338
H83 1.06 -4.95 -4.33  -0.095
H84 4.91 -5.81 -5.99  0.419
H85 4.39 -6.63 -4.43  0.346
H86 3.55 -6.84 -6.03  0.523
H87 1.26 -3.09 -3.50  -1.101
H88 1.92 -1.53 -2.98  -0.004
H89 2.62 -3.04 -2.37  0.095
H90 5.21 -4.49 -3.36  0.354
C32 -1.25 -0.10 2.64  -0.318
C33 -0.39 -0.53 1.45  2.904
C34 -1.28 -0.82 0.22  0.113
C35 -0.52 -1.15 -1.04  0.147
C36 0.30 0.06 -1.35  0.899
C37 1.26 0.46 -0.23  4.158
N29 0.53 0.60 1.03  0.577
O16 1.46 0.88 2.15  1.780
C38 2.41 -0.51 -0.05  -1.204
C39 1.87 1.82 -0.62  -1.749
C40 0.34 -1.85 1.90  -0.948
H91 -1.83 0.75 2.27  0.024
H92 -0.65 0.12 3.49  -0.519
H93 -1.95 -0.91 2.90  -0.383
H94 -1.99 -1.60 0.42  -0.002
H95 -1.91 0.05 0.12  -0.264
H96 -1.21 -1.49 -1.86  0.046
H97 0.19 -1.95 -0.85  -0.927
H98 -0.28 0.97 -1.55  0.053
H99 0.80 -0.15 -2.32  -1.371
H100 2.94 -0.26 0.84  -0.237
H101 2.22 -1.60 -0.08  -0.784
H102 3.09 -0.36 -0.88  0.435
H103 2.48 2.24 0.17  -0.385
H104 2.51 1.67 -1.46  0.337
H105 1.12 2.58 -0.85  0.054
H106 0.92 -2.27 1.12  -0.089
H107 -0.40 -2.58 2.26  -0.151
H108 0.97 -1.70 2.79  -0.049
H109 1.15 1.78 2.42  -0.586
C41 -5.21 -2.44 1.87  -2.435
C42 -5.07 -3.92 1.62  3.022
C43 -5.30 -4.60 3.05  -0.859
C44 -5.52 -6.06 3.05  -0.172
C45 -6.66 -6.35 2.05  -2.043
C46 -6.44 -5.83 0.60  2.134
N30 -6.21 -4.36 0.79  -0.089
O17 -5.91 -3.81 -0.58  -0.293
C47 -5.45 -6.72 -0.17  -1.346
C48 -7.75 -5.87 -0.15  -2.030
C49 -3.69 -4.24 1.08  -0.011
H110 -4.46 -2.18 2.64  0.231
H111 -6.23 -2.11 2.04  0.539
H112 -4.82 -1.91 1.01  0.754
H113 -4.66 -4.31 3.85  -0.509
H114 -6.23 -4.12 3.31  0.599
H115 -5.80 -6.53 4.00  0.648
H116 -4.69 -6.59 2.65  -0.286
H117 -7.55 -5.99 2.50  0.358
H118 -6.83 -7.40 1.84  0.591
H119 -5.87 -7.70 -0.39  0.550
H120 -5.19 -6.16 -1.07  0.019
H121 -4.52 -6.92 0.45  0.143
H122 -7.69 -5.60 -1.19  0.371
H123 -8.27 -6.87 -0.05  0.357
H124 -8.41 -5.13 0.33  0.467
H125 -3.52 -5.32 1.27  -0.659
H126 -2.83 -3.70 1.47  -0.353
H127 -3.72 -4.08 -0.01  0.127
H128 -6.59 -3.16 -0.64  0.263
C50 -0.15 1.47 5.66  0.401
C51 0.73 1.51 6.92  1.733
C52 1.74 2.73 6.90  -0.925
C53 1.10 4.11 6.93  0.365
C54 0.41 4.21 8.27  -2.257
C55 -0.54 3.05 8.53  1.964
N31 0.01 1.73 8.21  0.191
O18 -0.95 0.74 8.53  -0.554
C56 -0.86 2.99 10.06  -1.965
C57 -1.81 3.43 7.75  -1.119
C58 1.53 0.25 7.12  -2.330
H129 0.46 1.01 4.88  -0.580
H130 -0.40 2.47 5.32  0.053
H131 -1.06 0.84 5.83  -0.152
H132 2.38 2.63 7.76  0.798
H133 2.44 2.63 6.05  -0.554
H134 0.38 4.29 6.16  -0.152
H135 1.80 4.95 6.94  0.456
H136 -0.14 5.11 8.23  0.594
H137 1.22 4.17 9.03  0.378
H138 -0.98 4.02 10.47  0.373
H139 -1.66 2.35 10.31  0.384
H140 0.02 2.57 10.52  0.522
H141 -2.33 2.54 7.38  0.034
H142 -2.59 3.98 8.35  0.400
H143 -1.56 4.08 6.89  0.175
H144 0.86 -0.62 7.14  0.279
H145 1.99 0.46 8.05  0.690
H146 2.28 0.01 6.39  0.134
H147 -1.74 0.78 7.94  0.234
C59 1.22 -4.74 -0.60  -0.696
O19 1.97 -5.95 -0.52  -0.784
H148 0.68 -4.60 0.32  0.468
H149 1.91 -3.86 -0.74  -0.310
H150 0.54 -4.76 -1.42  0.904
H151 2.90 -5.78 -0.67  0.332
C60 7.53 1.56 1.43  -0.272
O20 7.27 0.62 2.51  -0.600
H152 8.60 1.70 1.22  0.408
H153 7.03 1.08 0.59  -0.039
H154 6.93 2.44 1.52  0.111
H155 7.31 1.10 3.37  0.277
C61 2.94 7.32 0.28  -0.423
O21 2.01 7.84 1.21  -0.555
H156 2.74 6.27 0.11  0.082
H157 2.90 7.83 -0.65  0.360
H158 3.95 7.31 0.64  0.274
H159 2.35 8.63 1.64  0.288
C62 -3.24 2.57 4.63  2.003
O22 -4.58 2.18 4.85  -0.748
H160 -3.07 3.55 5.07  -0.081
H161 -2.57 1.82 5.08  -0.700
H162 -3.05 2.66 3.56  -0.618
H163 -4.64 1.47 5.52  0.357
C63 8.01 0.67 -2.24  -0.538
O23 7.62 0.98 -3.63  -0.612
H164 8.69 -0.18 -2.14  0.428
H165 8.29 1.62 -1.86  0.274
H166 7.15 0.32 -1.73  0.133
H167 7.35 0.14 -3.96  0.314
C64 4.24 -0.11 3.59  -0.695
O24 4.34 -0.81 2.40  0.026
H168 4.90 0.73 3.75  0.064
H169 3.28 0.38 3.63  -0.115
H170 4.31 -0.72 4.45  0.463
H171 5.08 -0.63 1.81  0.026
C65 8.61 -2.77 2.76  -0.713
O25 8.14 -1.91 1.66  -0.616
H172 9.70 -2.93 2.66  0.247
H173 8.48 -2.19 3.65  0.327
H174 8.13 -3.74 2.83  0.311
H175 7.76 -1.14 2.11  0.424
C66 1.69 -7.66 5.32  -0.811
O26 1.08 -6.61 4.53  -0.585
H176 1.11 -8.52 5.27  0.338
H177 2.72 -7.82 5.01  0.268
H178 1.65 -7.29 6.35  0.275
H179 1.73 -5.91 4.36  0.249
C67 -3.41 1.23 -2.68  -0.730
O27 -2.77 2.52 -2.79  0.184
H180 -4.13 1.31 -1.87  0.591
H181 -3.81 0.90 -3.68  0.065
H182 -2.60 0.51 -2.40  0.023
H183 -3.37 3.16 -3.17  0.000
C68 7.11 -4.58 -0.43  -0.308
O28 6.48 -4.01 0.74  -0.376
H184 7.05 -5.66 -0.23  0.271
H185 6.53 -4.31 -1.32  -0.172
H186 8.13 -4.21 -0.58  0.304
H187 7.03 -3.18 0.97  0.314
C69 -1.73 5.96 -3.23  -0.682
O29 -3.06 5.32 -3.30  -0.513
H188 -1.11 5.33 -2.56  0.135
H189 -1.26 5.99 -4.23  0.385
H190 -1.79 6.93 -2.77  0.453
H191 -3.55 5.78 -4.01  0.253
C70 -2.17 -1.68 -5.66  -0.530
O30 -1.23 -1.73 -4.56  0.194
H192 -2.77 -2.56 -5.55  0.548
H193 -2.75 -0.74 -5.54  -0.132
H194 -1.74 -1.57 -6.67  0.264
H195 -1.28 -2.67 -4.22  -0.360
C71 5.06 2.79 -2.42  0.009
O31 6.41 3.22 -2.77  -0.730
H196 4.58 3.52 -1.80  -0.068
H197 4.45 2.63 -3.33  0.344
H198 5.10 1.86 -1.86  0.131
H199 6.82 2.62 -3.38  0.333

=====

# C12H11BrN2

The molecule C12H11BrN2 at a distorted geometry (ωB97M-V with the def2-TZVPD basis set, the OMol25 dataset).

The charge is 0. The structure (SMILES) is BrN(Cc1ccccc1)c1ccccn1. The LUMO energy is -0.092 eV. For the energy relative to the best compared isomer or geometry (same formula, charge and spin), the calculation gives 16.8 kcal per mole.

Last column: Mulliken charge in e.
Cartesian coordinates (Å):
Br1 1.35 0.58 2.53  -0.081
N1 1.48 -0.08 0.69  -0.248
C1 1.22 1.06 -0.28  -1.013
C2 -0.17 1.60 -0.30  1.326
C3 -1.36 0.87 -0.16  -0.399
C4 -2.59 1.52 -0.15  -0.459
C5 -2.74 2.87 -0.57  -0.643
C6 -1.53 3.60 -0.67  -0.377
C7 -0.32 2.98 -0.58  -0.731
C8 1.06 -1.34 0.49  0.985
C9 1.14 -2.30 1.51  -0.604
C10 1.05 -3.64 1.20  -0.487
C11 1.07 -3.96 -0.21  -0.447
C12 1.04 -2.96 -1.18  -0.379
N2 1.05 -1.62 -0.85  -0.401
H1 1.47 0.79 -1.25  0.478
H2 1.97 1.84 -0.09  0.374
H3 -1.35 -0.09 0.21  0.321
H4 -3.42 0.87 0.18  0.316
H5 -3.74 3.26 -0.65  0.386
H6 -1.50 4.63 -0.77  0.425
H7 0.46 3.75 -0.78  0.204
H8 1.10 -1.83 2.51  0.246
H9 0.86 -4.37 1.97  0.415
H10 1.27 -4.96 -0.62  0.317
H11 1.14 -3.06 -2.20  0.478

=====

# C3H12NO

A 2-piece molecular cluster, C3H12NO overall at a distorted geometry (ωB97M-V with the def2-TZVPD basis set, the OMol25 dataset).

The charge is +1. The LUMO energy is -3.393 eV. For the energy relative to the best compared isomer or geometry (same formula, charge and spin), the calculation gives 27.3 kcal per mole.

Last column: Mulliken charge in e.
Cartesian coordinates (Å):
C1 0.28 -1.11 -0.48  -0.292
C2 1.20 -1.81 -1.47  -1.254
N1 -0.28 0.13 -1.15  -0.310
H1 -0.53 -1.75 -0.15  0.372
H2 0.79 -0.77 0.42  0.307
H3 1.48 -2.74 -0.97  0.350
H4 2.09 -1.21 -1.64  0.421
H5 -1.05 -0.19 -1.75  0.371
H6 -0.67 0.95 -0.69  0.240
H7 0.41 0.45 -1.82  0.383
H8 0.66 -2.07 -2.38  0.393
C3 -0.69 2.09 2.03  -0.512
O1 -0.62 0.73 1.50  -0.493
H9 -0.83 0.10 2.19  0.279
H10 0.01 2.23 2.85  0.267
H11 -1.69 2.29 2.38  0.290
H12 -0.57 2.68 1.13  0.188